No. 1
ORCA calculation (ωB97M-V with the def2-TZVPD basis set) on a 2-piece molecular cluster, C4H12 overall in a non-equilibrium geometry.

```
16
Properties=species:S:1:pos:R:3:forces:R:3
C -0.306 0.654 -1.665 2.3 1.4 -0.4
C 0.304 0.479 -3.047 -0.4 -0.4 0.4
H -0.775 1.606 -1.605 -0.6 0.8 0.4
H -0.988 -0.109 -1.541 -1.7 -1.5 0.5
H 0.448 0.582 -0.856 -0.3 0.1 -0.7
H 0.621 -0.537 -3.069 0.6 -0.8 -0.6
H 1.074 1.117 -3.388 1.4 0.8 0.6
H -0.375 0.651 -3.849 -1.2 -0.3 -0.4
C 0.222 0.014 1.884 0.0 -0.6 2.8
C -0.244 -1.146 2.810 1.8 0.3 0.7
H -0.498 0.752 2.012 -1.3 1.7 -0.3
H 1.126 0.436 2.299 0.4 0.1 0.2
H 0.419 -0.111 0.870 0.0 -1.0 -1.6
H 0.653 -1.747 2.998 -0.2 -0.1 0.3
H -0.940 -1.838 2.416 -1.0 -0.4 -0.7
H -0.623 -0.811 3.821 0.4 0.0 -1.2
```
Positions in Å, forces in eV/Å.

net charge	0
E	-4341.785	eV
SMILES	CC.CC
HOMO energy	-11.656	eV



No. 2
ORCA calculation (ωB97M-V with the def2-TZVPD basis set) on a 2-piece molecular cluster, C4H12 overall in a non-equilibrium geometry.

```
16
Properties=species:S:1:pos:R:3:forces:R:3
C 0.041 1.988 -1.592 2.2 -3.7 5.2
C 1.154 2.298 -0.403 -2.5 0.5 -0.3
H -0.787 1.328 -1.161 1.5 0.1 -1.0
H -0.453 2.801 -1.804 -2.3 4.7 -1.4
H 0.640 1.678 -2.384 0.2 -1.2 -1.6
H 1.026 1.649 0.473 0.0 -0.1 -0.4
H 0.887 3.319 -0.002 1.0 -0.8 -0.5
H 2.170 2.171 -0.772 -0.1 0.4 0.0
C 0.052 -2.517 0.873 2.7 2.2 1.6
C -1.226 -1.764 1.076 -0.1 2.4 -2.2
H 0.753 -2.708 1.840 -1.8 0.9 -2.2
H -0.232 -3.413 0.549 -0.7 -4.2 -1.2
H 0.647 -2.104 0.058 0.3 0.1 0.2
H -1.477 -2.002 2.018 -1.1 0.2 3.9
H -2.153 -2.105 0.583 0.8 -0.1 -0.8
H -1.148 -0.644 0.881 -0.1 -1.4 0.6
```
Positions in Å, forces in eV/Å.

net charge	0
E	-4340.705	eV
SMILES	CC.CC
HOMO energy	-11.378	eV



No. 3
ORCA calculation (ωB97M-V with the def2-TZVPD basis set) on a 2-piece molecular cluster, C4H12 overall in a non-equilibrium geometry.

```
16
Properties=species:S:1:pos:R:3:forces:R:3
C 2.090 0.145 2.083 -0.6 0.7 0.0
C 1.401 -0.998 1.335 0.2 0.9 -0.2
H 1.278 0.691 2.560 0.1 0.3 0.4
H 2.819 -0.120 2.854 -0.1 -0.2 -0.2
H 2.531 0.876 1.397 0.3 -0.3 0.1
H 2.132 -1.771 1.108 -0.5 -0.2 -0.4
H 0.901 -0.550 0.459 0.6 -0.5 -0.1
H 0.554 -1.345 1.906 0.1 -0.7 0.4
C -1.537 -0.312 -1.441 -0.8 -0.2 1.5
C -1.871 1.056 -1.997 -0.2 0.5 -1.6
H -1.131 -0.128 -0.429 0.9 -0.5 -0.8
H -2.375 -0.953 -1.125 -0.3 0.4 -0.7
H -0.971 -0.901 -2.155 0.5 0.0 0.5
H -1.278 1.233 -2.920 -0.2 0.0 0.6
H -2.906 1.216 -2.318 0.0 -0.3 0.2
H -1.635 1.862 -1.318 0.1 0.1 0.3
```
Positions in Å, forces in eV/Å.

net charge	0
E	-4341.981	eV
SMILES	CC.CC
HOMO energy	-11.328	eV



No. 4
ORCA calculation (ωB97M-V with the def2-TZVPD basis set) on a 2-piece molecular cluster, C4H12 overall in a non-equilibrium geometry.

```
16
Properties=species:S:1:pos:R:3:forces:R:3
C 1.598 0.975 -1.904 0.2 0.6 -0.9
C 1.657 0.723 -0.424 1.2 1.1 1.1
H 1.261 1.984 -2.162 -0.1 -0.1 0.2
H 2.595 0.907 -2.354 -0.2 -0.2 -0.1
H 0.918 0.306 -2.427 0.1 -0.2 0.0
H 2.688 0.575 -0.079 0.0 -1.0 -0.4
H 0.999 -0.062 -0.077 0.2 0.2 0.0
H 1.556 1.652 0.160 -1.1 -0.2 -0.2
C -1.084 -0.352 0.992 -0.4 0.4 0.4
C -2.189 -1.370 1.346 0.4 0.7 -0.5
H -1.247 -0.045 -0.039 0.8 -0.2 -0.2
H -0.988 0.598 1.531 -0.9 -0.1 0.3
H -0.116 -0.762 1.269 0.1 -0.4 -0.9
H -3.047 -0.914 1.833 0.1 -0.3 0.6
H -2.601 -1.772 0.425 0.1 -0.2 -0.2
H -1.697 -2.197 1.845 -0.6 -0.1 0.6
```
Positions in Å, forces in eV/Å.

net charge	0
E	-4341.731	eV
SMILES	CC.CC
HOMO energy	-11.161	eV



No. 5
ORCA calculation (ωB97M-V with the def2-TZVPD basis set) on a 2-piece molecular cluster, C4H12 overall in a non-equilibrium geometry.

```
16
Properties=species:S:1:pos:R:3:forces:R:3
C -1.610 -0.098 2.030 0.2 1.0 0.2
C -1.875 0.451 0.608 0.4 -0.3 0.6
H -2.109 -1.013 2.334 0.2 -0.3 -0.4
H -0.535 -0.128 2.159 0.2 -0.7 0.2
H -1.910 0.635 2.785 -0.2 0.0 -0.1
H -0.928 0.581 0.085 -0.3 0.1 0.2
H -2.305 1.443 0.716 -0.5 -0.1 -0.5
H -2.452 -0.242 0.000 -0.4 0.3 0.0
C 1.220 -0.232 -0.789 0.4 0.5 0.1
C 2.240 -0.235 -1.940 -0.8 0.5 0.9
H 1.092 -1.213 -0.337 -0.2 0.0 0.0
H 1.517 0.478 -0.009 0.4 -0.3 0.1
H 0.268 0.197 -1.072 -0.1 -0.5 -0.6
H 3.200 -0.558 -1.543 0.2 -0.1 -0.4
H 1.888 -0.866 -2.750 0.2 -0.1 -0.1
H 2.299 0.800 -2.276 0.3 -0.1 -0.3
```
Positions in Å, forces in eV/Å.

net charge	0
E	-4342.080	eV
SMILES	CC.CC
HOMO energy	-11.347	eV



No. 6
ORCA calculation (ωB97M-V with the def2-TZVPD basis set) on a 2-piece molecular cluster, C4H12 overall in a non-equilibrium geometry.

```
16
Properties=species:S:1:pos:R:3:forces:R:3
C 1.463 -1.430 0.424 -1.0 -1.5 -0.1
C 2.388 -0.249 0.571 -0.6 0.1 0.4
H 1.907 -2.417 0.603 0.3 0.3 0.1
H 0.604 -1.388 1.094 0.2 0.2 0.5
H 0.929 -1.585 -0.521 0.6 0.6 -0.3
H 2.866 -0.261 1.550 0.4 -0.3 -0.1
H 1.781 0.651 0.628 0.1 0.3 -0.5
H 3.120 -0.184 -0.225 0.1 0.1 0.0
C -2.357 1.379 -0.757 -0.7 0.5 -0.1
C -1.373 0.310 -0.342 -0.3 0.0 1.4
H -2.957 1.772 0.075 0.2 -0.4 0.1
H -1.882 2.272 -1.156 0.3 -0.1 -0.3
H -3.088 1.044 -1.490 0.1 -0.1 -0.2
H -0.882 -0.220 -1.152 0.2 0.3 0.0
H -1.835 -0.438 0.310 -0.4 -0.2 -0.4
H -0.683 0.745 0.389 0.5 0.0 -0.6
```
Positions in Å, forces in eV/Å.

net charge	0
E	-4342.251	eV
SMILES	CC.CC
HOMO energy	-11.596	eV



No. 7
ORCA calculation (ωB97M-V with the def2-TZVPD basis set) on a 2-piece molecular cluster, C4H12 overall in a non-equilibrium geometry.

```
16
Properties=species:S:1:pos:R:3:forces:R:3
C -0.592 -0.127 2.374 1.1 0.5 0.4
C -1.481 0.217 1.158 0.7 -1.0 1.6
H 0.483 -0.217 2.168 -0.2 -0.3 -0.7
H -0.529 0.705 3.067 -0.5 0.3 0.3
H -0.824 -1.008 2.976 -0.5 0.0 -0.3
H -0.995 1.029 0.637 -0.3 0.1 -0.4
H -1.569 -0.693 0.567 -0.2 0.3 -0.4
H -2.451 0.495 1.564 -0.1 0.2 -0.4
C 0.468 -0.606 -1.822 1.2 -1.0 -0.8
C 1.499 0.522 -1.853 -0.3 0.3 1.5
H 0.674 -1.290 -0.993 -0.6 0.5 0.4
H -0.535 -0.210 -1.902 -0.3 -0.2 0.5
H 0.599 -1.319 -2.642 -0.1 0.4 -0.5
H 1.603 0.873 -0.812 -0.2 0.2 -0.2
H 1.118 1.377 -2.407 0.4 -0.1 -0.3
H 2.531 0.254 -2.079 -0.2 -0.2 -0.7
```
Positions in Å, forces in eV/Å.

net charge	0
E	-4342.107	eV
SMILES	CC.CC
HOMO energy	-11.350	eV



No. 8
ORCA calculation (ωB97M-V with the def2-TZVPD basis set) on a 2-piece molecular cluster, C4H12 overall in a non-equilibrium geometry.

```
16
Properties=species:S:1:pos:R:3:forces:R:3
C 1.442 0.816 0.861 0.0 0.5 -0.5
C 2.325 0.954 -0.382 -0.4 1.3 -0.3
H 1.962 0.269 1.636 -0.1 -0.2 0.3
H 1.206 1.821 1.216 0.3 0.1 0.3
H 0.451 0.422 0.674 0.2 -0.6 -0.1
H 1.904 1.691 -1.081 -0.2 -0.1 0.2
H 2.475 0.093 -1.021 0.2 -0.5 0.4
H 3.262 1.424 -0.076 0.2 -0.5 -0.2
C -1.729 -1.579 -0.671 1.7 1.2 1.9
C -2.106 -0.329 0.183 -0.9 -0.9 -0.8
H -1.057 -2.139 -0.002 -0.8 -0.8 -0.2
H -2.547 -2.118 -1.122 0.0 -0.2 0.1
H -0.970 -1.237 -1.359 -0.3 0.0 -1.0
H -2.379 -0.563 1.211 -0.1 -0.2 0.0
H -1.265 0.340 0.221 0.0 0.4 -0.1
H -2.973 0.135 -0.290 0.2 0.4 0.2
```
Positions in Å, forces in eV/Å.

net charge	0
E	-4342.031	eV
SMILES	CC.CC
HOMO energy	-11.501	eV